This record from the OMol25 dataset describes one molecule with the formula C14H14Cl2N2O2 at a distorted geometry. The level of theory is ωB97M-V with the def2-TZVPD basis set.

SMILES = CC[C@H]1Oc2c(Cl)cc(Cl)cc2[C@H]2CC(C)=NN2C1=O
LUMO energy = 0.51 eV
maximum force = 3.91 eV/Å
Kohn-Sham gap = 9.0 eV
relative energy (zero: lowest compared OMol25 entry of this formula, charge and spin) = 2.7084 eV

Atoms and positions in Å:
C 1.307 1.509 3.046
C 2.147 1.979 1.898
C 1.821 1.347 0.490
O 2.140 -0.029 0.295
C 1.218 -1.022 0.481
C 1.342 -1.876 1.588
Cl 2.709 -1.915 2.730
C 0.393 -2.937 1.814
C -0.606 -3.119 0.912
Cl -1.780 -4.411 0.939
C -0.702 -2.251 -0.201
C 0.098 -1.145 -0.397
C 0.029 -0.203 -1.573
C -0.989 -0.424 -2.725
C -1.975 0.671 -2.328
C -3.313 0.828 -2.859
N -1.622 1.523 -1.451
N -0.433 1.051 -0.968
C 0.275 1.697 0.031
O -0.110 2.811 0.160
H 1.616 1.757 4.049
H 1.302 0.443 3.108
H 0.331 1.913 2.935
H 1.858 3.050 1.795
H 3.210 1.921 2.104
H 2.556 1.932 -0.044
H 0.402 -3.612 2.660
H -1.386 -2.579 -0.987
H 1.030 -0.017 -2.129
H -1.320 -1.428 -2.707
H -0.549 -0.152 -3.687
H -3.566 0.114 -3.646
H -4.046 0.722 -2.046
H -3.386 1.854 -3.287